DFT (ωB97M-V with the def2-TZVPD basis set) results for a single C14H21NO3S molecule.

energy relative to the best compared isomer or geometry (same formula, charge and spin)	15.7	kcal/mol
gap between HOMO and LUMO	8.84	eV
charge	0
total energy	-1224.72823	hartree
structure (SMILES)	CCOCCCNC(=O)c1ccc(SC)cc1OC

Geometry (Å):
C -5.353 -1.997 1.486
C -4.182 -1.086 1.154
O -4.279 -0.718 -0.207
C -3.154 -0.047 -0.721
C -2.977 1.378 -0.184
C -1.952 2.172 -1.000
N -0.643 1.563 -0.982
C 0.282 1.890 -0.050
O 0.136 2.822 0.720
C 1.542 1.088 -0.067
C 2.670 1.719 0.445
C 3.903 1.103 0.507
C 4.018 -0.202 0.056
S 5.516 -1.132 0.062
C 6.741 0.016 0.751
C 2.900 -0.869 -0.440
C 1.666 -0.243 -0.510
O 0.545 -0.873 -0.979
C 0.620 -2.236 -1.333
H -6.288 -1.475 1.300
H -5.324 -2.884 0.859
H -5.310 -2.293 2.530
H -3.228 -1.608 1.330
H -4.208 -0.195 1.798
H -3.323 -0.013 -1.802
H -2.244 -0.635 -0.520
H -3.939 1.890 -0.226
H -2.644 1.349 0.855
H -2.281 2.259 -2.039
H -1.843 3.170 -0.569
H -0.513 0.718 -1.513
H 2.549 2.730 0.803
H 4.747 1.641 0.906
H 6.464 0.290 1.765
H 7.680 -0.530 0.761
H 6.829 0.890 0.114
H 3.030 -1.887 -0.770
H -0.391 -2.518 -1.621
H 1.294 -2.393 -2.180
H 0.942 -2.851 -0.488

***

DFT (ωB97M-V with the def2-TZVPD basis set) results for a single C14H21NS molecule at a distorted geometry.

gap between HOMO and LUMO	8.60	eV
charge	0
total energy	-998.53697	hartree
structure (SMILES)	CSc1ccc(CN2CCCCCC2)cc1

Geometry (Å):
C -4.181 0.764 -3.892
S -4.033 2.354 -2.547
C -2.994 1.475 -1.270
C -2.809 2.218 -0.101
C -1.861 2.002 0.708
C -1.252 0.710 0.701
C -0.475 0.127 1.763
N 0.864 -0.218 1.322
C 1.579 0.572 0.763
C 2.392 0.116 -0.291
C 2.331 -1.500 -0.432
C 3.019 -2.303 0.646
C 3.019 -1.372 1.979
C 1.520 -1.155 2.284
C -1.630 -0.121 -0.352
C -2.297 0.123 -1.556
H -4.658 -0.016 -3.519
H -4.821 1.229 -4.842
H -3.141 0.678 -4.279
H -3.152 3.458 -0.328
H -1.766 2.475 1.400
H -0.326 1.068 2.685
H -0.962 -0.623 2.433
H 0.986 1.498 0.215
H 2.177 1.235 1.355
H 3.466 0.309 -0.218
H 2.262 0.501 -1.501
H 1.278 -1.639 -0.680
H 2.789 -1.892 -1.361
H 2.538 -3.084 0.898
H 4.137 -2.336 0.256
H 3.390 -2.274 2.778
H 3.493 -0.502 1.872
H 0.914 -2.157 2.598
H 1.734 -0.347 3.104
H -1.143 -0.959 -0.282
H -2.388 -0.417 -2.307

***

DFT (ωB97M-V with the def2-TZVPD basis set) results for a molecular structure, C14H22AgIN3O at a distorted geometry.

energy relative to the best compared isomer or geometry (same formula, charge and spin)	93.9	kcal/mol
gap between HOMO and LUMO	4.49	eV
charge	+1
total energy	-1230.32750	hartree

Geometry (Å):
C -3.370 -2.294 -0.783
C -2.318 -1.745 0.347
N -0.961 -2.172 -0.062
C -0.413 -1.521 -1.271
C -0.575 0.069 -1.400
C 0.518 0.969 -0.631
C 0.222 1.060 0.967
N 0.056 1.270 2.154
C 2.054 0.627 -0.976
C 3.069 0.823 0.299
C 3.205 -0.493 1.212
I 4.372 0.127 2.993
C 0.276 2.499 -1.179
C -1.163 3.104 -0.752
C 1.372 3.537 -0.623
N 2.165 4.342 -0.180
C -0.014 -2.360 1.036
C -0.266 -1.899 2.582
O 1.096 -2.980 0.850
H -4.471 -2.122 -0.456
H -3.145 -1.896 -1.833
H -3.222 -3.447 -0.794
H -2.649 -2.280 1.325
H -2.451 -0.619 0.548
H -0.986 -1.972 -2.180
H 0.673 -1.896 -1.407
H -0.433 0.313 -2.531
H -1.651 0.446 -1.167
H 2.246 -0.438 -1.349
H 2.456 1.329 -1.812
H 4.112 0.986 -0.192
H 2.859 1.785 0.890
H 3.742 -1.369 0.710
H 2.172 -0.760 1.619
H 0.384 2.442 -2.324
H -1.863 2.350 -0.220
H -1.682 3.631 -1.652
H -0.976 3.961 0.012
H -0.591 -2.836 3.164
H 0.728 -1.540 3.063
H -1.066 -1.087 2.680
Ag -3.491 2.129 -0.653

***

DFT (ωB97M-V with the def2-TZVPD basis set) results for a molecular structure, C14H22B2F4N6O4Pt.

gap between HOMO and LUMO (spin up / spin down)	4.76 / 4.75	eV
charge	+2
total energy	-1744.19851	hartree

Geometry (Å):
Pt -0.561 0.039 -1.596
C 1.150 3.990 -1.847
C 0.822 2.548 -1.780
N -0.364 2.053 -1.806
O -1.422 2.919 -1.833
B -2.363 2.684 -2.842
F -3.491 3.322 -2.762
F -2.008 1.961 -3.888
O -3.329 0.561 -2.037
N -2.498 -0.277 -1.929
C -2.896 -1.682 -2.017
C -4.319 -2.022 -2.230
C -1.853 -2.535 -1.907
N -0.589 -1.889 -1.675
O 0.379 -2.610 -1.551
B 1.951 -1.844 -0.766
F 2.759 -2.867 -0.895
F 1.380 -1.550 0.413
O 2.288 -0.724 -1.594
N 1.428 0.320 -1.546
C 1.892 1.508 -1.699
C 3.328 1.842 -1.844
C -1.878 -4.010 -1.993
H 0.257 4.598 -1.944
H 1.814 4.175 -2.695
H 1.689 4.286 -0.944
H -4.935 -1.127 -2.268
H -4.677 -2.665 -1.425
H -4.433 -2.569 -3.169
H 3.953 0.984 -1.620
H 3.591 2.675 -1.191
H 3.523 2.158 -2.872
H -2.892 -4.371 -2.137
H -1.460 -4.450 -1.086
H -1.253 -4.344 -2.825
N -1.273 0.339 0.752
C -0.725 0.223 1.776
N -0.154 0.113 2.931
C -0.114 -1.192 3.643
C 1.004 -1.153 4.679
C 2.240 -0.480 4.092
C 1.971 1.006 3.785
C 0.479 1.272 3.596
H 0.085 -1.962 2.897
H -1.088 -1.375 4.098
H 1.221 -2.179 4.976
H 0.672 -0.635 5.581
H 2.519 -1.004 3.174
H 3.084 -0.574 4.773
H 2.522 1.311 2.893
H 2.320 1.640 4.601
H 0.281 2.160 2.998
H -0.026 1.401 4.553